# 1
{"formula": "C44H41N11O3S2SiTi", "method": "the ωB97M-V functional and the def2-TZVPD basis", "s_squared": 0.75, "multiplicity": 2, "gap_ev": [6.46, 6.58], "e_above_lowest_kj_mol": 0.0, "charge": 1, "homo_energy_ev": [-9.99, -10.08], "molar_mass_g_mol": 911.97, "elements": ["Ti", "C", "C", "C", "C", "C", "C", "C", "S", "O", "O", "N", "C", "C", "C", "C", "C", "C", "C", "C", "N", "C", "H", "H", "H", "H", "H", "H", "H", "H", "H", "H", "H", "H", "H", "C", "N", "C", "N", "C", "N", "C", "C", "C", "C", "C", "C", "C", "N", "N", "C", "O", "C", "C", "C", "C", "C", "C", "N", "C", "N", "C", "N", "C", "H", "H", "H", "H", "H", "H", "H", "H", "H", "H", "H", "H", "H", "H", "H", "H", "C", "Si", "C", "C", "C", "C", "C", "C", "N", "C", "S", "H", "H", "H", "H", "H", "H", "H", "H", "H", "H", "H", "H"], "xyz": [[-0.1955, 0.5623, 0.9642], [-4.3537, -2.4264, 5.7490], [-2.9979, -1.8060, 5.4717], [-1.7975, -2.5121, 5.4613], [-0.6146, -1.9354, 5.0655], [-0.6715, -0.5708, 4.7215], [-1.7806, 0.2415, 5.0002], [-2.9721, -0.4035, 5.2659], [0.5381, 0.1486, 3.6338], [1.7736, 0.2575, 4.3668], [0.6422, -0.7224, 2.3912], [-0.0998, 1.4595, 2.8560], [0.3834, 2.7759, 3.0489], [0.6858, 3.4665, 4.2465], [1.4143, 4.6990, 4.1654], [1.7508, 5.2467, 2.9585], [1.3587, 4.6272, 1.7092], [1.8368, 4.9756, 0.4278], [1.3605, 4.3250, -0.7007], [0.5634, 3.1819, -0.5362], [0.2818, 2.6328, 0.6744], [0.5763, 3.4288, 1.7991], [-4.2624, -3.4858, 6.0313], [-5.0097, -2.3738, 4.8714], [-4.8875, -1.8715, 6.5172], [-1.7964, -3.5606, 5.7721], [0.2901, -2.5416, 5.0359], [-1.7019, 1.3305, 4.9656], [-3.8904, 0.1693, 5.4057], [0.3505, 3.0956, 5.2314], [1.7209, 5.2149, 5.0525], [2.3321, 6.1322, 2.9650], [2.6229, 5.7301, 0.3550], [1.5542, 4.7335, -1.6906], [0.0742, 2.6712, -1.3816], [4.6132, 2.4946, -1.1299], [3.7625, 1.6259, -0.2797], [2.7356, 0.8319, -0.5507], [2.2320, 0.3025, 0.5710], [3.0445, 0.8311, 1.5511], [3.9955, 1.6440, 1.1168], [4.5757, 2.2198, -2.5990], [4.6796, 3.3376, -3.4673], [4.9561, 3.1143, -4.8142], [5.0042, 1.8451, -5.3626], [4.7923, 0.7700, -4.5244], [4.7052, 0.8997, -3.1186], [4.6089, -0.6086, -4.9611], [4.9429, -1.2252, -6.0455], [4.4911, -2.5585, -5.9394], [3.9218, -2.7003, -4.7631], [4.0046, -1.5156, -4.0607], [3.1723, -3.7998, -4.1813], [3.2779, -5.1388, -4.6143], [2.4368, -6.0670, -4.0645], [1.4352, -5.6902, -3.1889], [1.2797, -4.3485, -2.7723], [0.0688, -3.9987, -1.8904], [-0.1020, -2.5587, -1.6560], [0.3892, -1.7613, -0.6919], [0.1316, -0.4987, -0.9509], [-0.4957, -0.5474, -2.1856], [-0.6915, -1.7570, -2.6363], [2.2143, -3.3994, -3.2169], [5.6368, 2.3681, -0.7040], [4.4021, 3.5322, -0.8804], [2.3805, 0.6567, -1.5518], [2.9144, 0.4393, 2.5631], [4.5838, 4.3105, -3.0062], [5.1777, 3.9859, -5.4303], [5.3236, 1.7030, -6.3914], [4.7610, 0.0487, -2.4619], [4.0818, -5.3650, -5.3177], [2.5476, -7.1078, -4.3447], [0.7599, -6.4384, -2.7872], [0.1897, -4.4961, -0.8802], [-0.8937, -4.3023, -2.3714], [1.0116, -2.0911, 0.1446], [-0.7444, 0.3431, -2.7382], [2.1612, -2.3663, -2.9709], [-7.1958, -0.5570, -0.4818], [-5.5221, -1.0721, 0.1748], [-4.9288, -2.5286, -0.9631], [-5.7830, -1.5835, 1.9848], [-4.4193, 0.4683, 0.0978], [-4.8806, 1.6923, -0.3318], [-3.9568, 2.7402, -0.5299], [-2.6218, 2.5090, -0.2319], [-2.1631, 1.3261, 0.2206], [-3.0576, 0.3511, 0.4661], [-2.4015, -0.9793, 1.2737], [-7.7723, -1.4671, -0.6312], [-7.1326, -0.0730, -1.4327], [-7.6903, 0.0575, 0.2303], [-5.5683, -3.4201, -0.8022], [-3.8842, -2.8260, -0.7691], [-4.9671, -2.2304, -1.9971], [-6.1011, -0.7517, 2.6223], [-4.8734, -2.0258, 2.4368], [-6.5705, -2.3667, 2.0889], [-5.9088, 1.8666, -0.5421], [-4.2785, 3.7382, -0.8328], [-1.8774, 3.2726, -0.3662]]}

# 2
{"formula": "C44H41N2P3TeZr", "method": "the ωB97M-V functional and the def2-TZVPD basis", "gap_ev": [6.91, 6.91], "e_above_lowest_kj_mol": 0.0, "charge": 2, "homo_energy_ev": [-12.98, -12.98], "molar_mass_g_mol": 909.57, "elements": ["Zr", "C", "C", "P", "C", "C", "C", "C", "C", "C", "C", "C", "C", "C", "C", "C", "C", "P", "C", "C", "C", "C", "C", "C", "C", "C", "C", "C", "C", "C", "H", "H", "H", "H", "H", "H", "H", "H", "H", "H", "H", "H", "H", "H", "H", "H", "H", "H", "H", "H", "H", "H", "H", "H", "H", "H", "N", "P", "C", "C", "C", "C", "C", "C", "C", "C", "C", "C", "C", "C", "C", "C", "C", "C", "C", "N", "H", "H", "H", "H", "H", "H", "H", "H", "H", "H", "H", "H", "H", "H", "H", "Te"], "xyz": [[1.0496, -0.0510, 0.2766], [-0.7404, 2.7781, 0.2605], [0.4959, 2.7826, 1.1984], [0.1458, 1.6164, 2.6322], [1.5321, 1.5256, 3.8262], [1.2366, 0.7274, 4.9188], [2.2201, 0.3394, 5.8161], [3.5319, 0.7414, 5.6293], [3.8442, 1.5117, 4.5064], [2.8556, 1.9135, 3.6146], [-1.1191, 2.5703, 3.5365], [-0.7093, 3.7764, 4.1419], [-1.6072, 4.5457, 4.8537], [-2.8978, 4.0651, 5.0832], [-3.3122, 2.8996, 4.4537], [-2.4319, 2.1457, 3.6846], [-1.2015, 1.4796, -0.4762], [-2.2002, 0.2801, 0.5624], [-3.4365, -0.2943, -0.6147], [-4.1489, 0.6435, -1.3333], [-5.2491, 0.2799, -2.0901], [-5.6634, -1.0591, -2.0647], [-5.0313, -1.9625, -1.2385], [-3.9217, -1.5830, -0.4978], [-1.2394, -1.2560, 0.9034], [-0.9161, -2.1977, -0.0798], [-0.5154, -3.5047, 0.2210], [-0.5270, -3.9106, 1.5425], [-0.9448, -3.0416, 2.5633], [-1.2153, -1.7190, 2.2433], [-0.4958, 3.5263, -0.5119], [-1.6233, 3.1296, 0.8185], [0.6949, 3.7869, 1.5431], [1.4575, 2.5476, 0.6660], [0.2159, 0.4085, 5.0554], [1.9563, -0.2354, 6.6842], [4.2998, 0.4342, 6.3160], [4.8485, 1.8517, 4.3502], [3.1318, 2.5184, 2.7689], [0.3124, 4.0922, 4.0350], [-1.2658, 5.4658, 5.2931], [-3.6054, 4.6319, 5.7055], [-4.3125, 2.5097, 4.6538], [-2.7819, 1.2378, 3.2213], [-0.4294, 1.0880, -1.1592], [-1.8798, 1.7657, -1.2668], [-3.8821, 1.6829, -1.3344], [-5.7715, 1.0143, -2.6703], [-6.4918, -1.3860, -2.6784], [-5.4031, -2.9679, -1.1481], [-3.4872, -2.2808, 0.1797], [-1.0987, -1.9545, -1.1203], [-0.3004, -4.2090, -0.5801], [-0.2402, -4.9425, 1.7808], [-0.9760, -3.3835, 3.5789], [-1.4349, -1.0180, 3.0371], [1.9964, 0.1611, -3.1248], [1.1665, -1.1221, -2.3563], [2.1029, -2.5833, -2.8094], [2.2670, -2.8766, -4.1630], [3.0893, -3.8895, -4.5757], [3.7986, -4.6411, -3.6243], [3.6611, -4.3403, -2.2748], [2.8204, -3.3047, -1.8706], [-0.3550, -1.1408, -3.3075], [-0.9674, -2.3730, -3.5430], [-2.2279, -2.4104, -4.1050], [-2.8679, -1.2367, -4.5134], [-2.2626, 0.0020, -4.2446], [-1.0042, 0.0326, -3.6490], [2.7517, 1.0419, -2.3960], [3.6379, 1.8639, -3.0892], [4.4365, 2.7212, -2.3802], [4.3639, 2.7018, -0.9961], [3.4331, 1.9247, -0.3445], [2.5628, 1.1138, -1.0483], [2.1996, 0.0949, -4.1188], [1.7056, -2.3278, -4.9054], [3.1734, -4.0944, -5.6303], [4.4345, -5.4524, -3.9296], [4.2116, -4.9369, -1.5733], [2.6948, -3.1158, -0.8177], [-0.4246, -3.2908, -3.3426], [-2.6964, -3.3583, -4.3499], [-3.8443, -1.2478, -4.9782], [-2.7687, 0.9061, -4.5019], [-0.5196, 0.9799, -3.4394], [3.7109, 1.7238, -4.1663], [5.1347, 3.3893, -2.8528], [5.0186, 3.3311, -0.4107], [3.3905, 1.9187, 0.7402], [2.8557, -1.5201, 1.4008]]}

# 3
{"formula": "C44H42As2BrFeN4O13", "method": "the ωB97M-V functional and the def2-TZVPD basis", "s_squared": 6.08, "multiplicity": 5, "gap_ev": [6.85, 5.36], "charge": -1, "homo_energy_ev": [-4.96, -4.97], "molar_mass_g_mol": 1120.43, "elements": ["Fe", "O", "C", "C", "C", "C", "C", "C", "C", "N", "C", "C", "N", "H", "H", "H", "H", "H", "H", "H", "Br", "C", "C", "N", "C", "C", "C", "C", "O", "O", "H", "H", "H", "C", "C", "C", "C", "C", "C", "N", "C", "C", "C", "C", "C", "C", "C", "O", "O", "C", "C", "H", "H", "H", "H", "H", "H", "H", "H", "H", "H", "H", "H", "H", "H", "C", "O", "C", "O", "C", "C", "As", "C", "C", "C", "As", "C", "C", "O", "O", "C", "C", "O", "O", "C", "C", "O", "O", "C", "H", "H", "H", "H", "H", "H", "H", "H", "H", "H", "H", "H", "H", "H", "H", "H", "H", "H"], "xyz": [[0.1928, -0.1173, -0.2176], [1.8892, -0.0203, -0.8802], [2.8183, 0.8904, -0.8591], [4.1597, 0.4966, -1.0416], [5.1927, 1.4090, -1.0236], [4.9302, 2.7620, -0.8261], [3.6223, 3.1725, -0.6550], [2.5562, 2.2735, -0.6764], [1.1864, 2.7372, -0.5102], [0.0860, 2.0246, -0.6832], [-0.9798, 2.8554, -0.4599], [-0.5253, 4.0983, -0.1554], [0.8469, 4.0143, -0.2160], [4.3455, -0.5601, -1.1901], [6.2128, 1.0718, -1.1667], [5.7350, 3.4859, -0.8164], [3.4284, 4.2295, -0.5095], [-1.9904, 2.4868, -0.5219], [-1.0366, 5.0164, 0.0727], [1.4909, 4.7175, 0.0921], [-5.3643, -3.5873, 4.1920], [-3.7787, -2.9163, 3.4200], [-2.5351, -3.1558, 4.0600], [-1.4050, -2.7659, 3.5894], [-1.3211, -2.1888, 2.2607], [-2.6373, -1.7032, 1.7231], [-3.8152, -2.1097, 2.2978], [-2.7265, -0.6778, 0.6448], [-3.8192, -0.2512, 0.2900], [-1.6128, -0.2775, 0.1403], [-2.5161, -3.6480, 5.0308], [-0.6418, -1.3278, 2.3065], [-4.7474, -1.7684, 1.8691], [-4.1293, 0.5392, 6.9307], [-2.6372, 0.7407, 6.8425], [-2.0249, 1.6582, 7.6916], [-0.6599, 1.8840, 7.6226], [0.1077, 1.2071, 6.6926], [-0.4903, 0.2880, 5.8299], [0.2481, -0.3846, 4.8446], [1.6529, -0.3672, 4.7809], [2.4220, -0.8609, 5.8345], [3.8036, -0.8887, 5.7353], [4.4324, -0.4425, 4.5793], [3.6701, 0.0442, 3.5266], [2.2877, 0.0897, 3.6268], [1.4390, 0.6645, 2.5107], [0.8903, -0.2421, 1.7933], [1.2907, 1.8804, 2.4563], [-1.8687, 0.0331, 5.9181], [-2.4836, -0.9715, 4.9791], [-4.5706, 1.3097, 7.5615], [-4.3707, -0.4360, 7.3609], [-4.5928, 0.5956, 5.9450], [-2.6319, 2.2086, 8.4016], [-0.1921, 2.6121, 8.2738], [1.1650, 1.4125, 6.5980], [-0.1929, -0.4021, 3.9356], [1.9158, -1.2224, 6.7218], [4.3886, -1.2738, 6.5620], [5.5125, -0.4686, 4.5054], [4.1489, 0.4117, 2.6255], [-1.7776, -1.7766, 4.7732], [-2.7365, -0.5029, 4.0209], [-3.3934, -1.4039, 5.3926], [2.5199, -3.0729, 3.6209], [1.2026, -3.2857, 3.0996], [1.0045, -3.0907, 1.8076], [1.8978, -2.8095, 1.0404], [-0.4704, -3.2259, 1.3436], [-0.9164, -4.6518, 1.3294], [0.5935, -5.8749, 1.2827], [-0.0307, -7.7406, 1.0798], [0.9355, -5.4305, -0.6191], [0.8168, -4.2246, -1.1753], [-0.1869, -2.5945, -0.5799], [-1.8353, -2.9964, -1.5692], [1.3313, -3.9068, -2.5426], [0.5822, -3.4642, -3.3822], [2.6249, -4.0507, -2.8532], [3.6606, -4.1760, -1.8643], [1.4838, -6.6411, -1.2857], [2.4802, -7.1952, -0.8941], [0.7912, -7.1946, -2.3008], [-0.5112, -6.7127, -2.6611], [-2.2583, -5.0356, 0.9952], [-3.2013, -4.3156, 0.7568], [-2.4233, -6.3933, 0.9496], [-3.7125, -6.8210, 0.5358], [2.8703, -4.0221, 4.0253], [2.4399, -2.3268, 4.4098], [3.1903, -2.7220, 2.8415], [-0.6342, -7.9902, 1.9502], [0.8661, -8.3591, 1.0813], [-0.6082, -7.9374, 0.1808], [-1.9867, -4.0595, -1.7380], [-1.7376, -2.4939, -2.5288], [-2.6868, -2.5903, -1.0311], [3.9705, -5.2121, -1.7684], [3.3467, -3.7975, -0.8932], [4.4933, -3.5801, -2.2316], [-0.9915, -7.5306, -3.1932], [-0.4477, -5.8422, -3.3132], [-1.1004, -6.4578, -1.7802], [-3.6348, -7.8907, 0.3525], [-4.0226, -6.3038, -0.3731], [-4.4588, -6.6282, 1.3082]]}

Calculated DFT total energy, -121487.8035 -85701.4206 -304993.3193 eV (same order as the records).